Formula: C25H42Cl2O2P2Yb
Source: the OMol25 dataset
Level of theory: wB97M-V/def2-TZVPD

XYZ file:
```
74
Properties=species:S:1:pos:R:3:forces:R:3
Yb -0.281 -0.304 1.564 -0.73 -0.36 3.05
C -1.209 1.200 3.559 0.21 -0.80 -0.57
C -2.344 0.582 2.954 0.89 -0.36 -0.25
C -1.125 -1.053 4.023 -0.04 0.68 -0.72
C -0.454 0.184 4.210 -0.59 -0.12 -0.75
C -2.289 -0.814 3.237 0.81 0.48 -0.34
C -0.873 2.645 3.503 0.00 0.72 0.14
H -1.047 3.062 2.499 0.04 0.01 0.30
H 0.182 2.816 3.760 -0.30 0.04 -0.09
H -1.487 3.225 4.213 0.23 -0.10 -0.24
C 0.797 0.348 4.981 0.61 -0.03 0.39
H 1.182 1.367 4.888 0.05 -0.16 0.11
H 1.572 -0.353 4.638 -0.15 0.18 0.19
H 0.628 0.144 6.049 0.10 0.09 -0.23
C -0.681 -2.341 4.592 0.41 -0.67 0.25
H -0.666 -2.295 5.691 -0.05 -0.06 -0.24
H 0.342 -2.592 4.268 -0.38 0.00 0.21
H -1.354 -3.152 4.296 0.15 0.03 0.13
C -3.259 -1.834 2.765 -0.58 -0.43 -0.02
H -4.167 -1.844 3.390 0.21 -0.06 -0.22
H -2.821 -2.839 2.801 -0.19 0.20 -0.05
H -3.575 -1.638 1.729 -0.03 -0.11 0.25
C -3.379 1.268 2.145 -0.62 0.34 -0.21
H -4.256 1.535 2.759 0.19 -0.02 -0.27
H -3.740 0.630 1.326 -0.05 0.14 0.14
H -2.994 2.198 1.703 -0.15 -0.14 0.11
C 2.012 0.967 -3.213 0.29 1.40 -0.14
C 1.298 2.110 -3.120 1.39 -0.12 -1.03
C 0.239 2.526 -4.096 -0.02 0.51 -0.54
C -0.621 1.390 -4.699 0.45 0.80 -0.09
C -0.834 0.184 -3.835 -0.30 -1.40 -0.87
C -0.149 -0.983 -3.931 -0.85 0.66 -0.82
C 1.246 -1.148 -4.445 0.25 0.05 -0.72
C 2.090 0.146 -4.464 -0.32 -0.70 -0.30
H 0.706 3.072 -4.934 -0.10 -0.06 0.23
H -0.194 1.103 -5.673 -0.22 -0.08 0.45
H -0.417 3.269 -3.619 0.22 -0.21 -0.09
H 1.812 0.743 -5.345 0.14 -0.10 0.41
H 2.707 0.667 -2.418 -0.05 0.43 -0.35
H 1.650 2.937 -2.496 -0.49 -0.67 0.30
H 3.143 -0.146 -4.612 -0.33 0.15 0.07
H 1.768 -1.924 -3.859 -0.24 0.21 -0.05
H -0.674 -1.937 -3.808 0.30 0.48 0.76
H 1.206 -1.546 -5.476 0.07 0.00 0.31
H -1.614 1.817 -4.922 0.36 -0.27 0.05
H -1.775 0.207 -3.280 0.12 -0.28 -0.45
P 0.677 1.579 -0.096 -0.38 -0.73 0.97
C 2.394 2.193 -0.120 0.29 0.26 0.02
C -0.523 2.638 -0.955 -0.45 0.46 0.33
P -0.802 -1.643 -0.765 0.92 0.70 1.50
C 0.532 -0.067 -0.961 -0.70 -1.06 -1.10
C -2.335 -1.664 -1.741 -0.35 0.32 -0.22
C 0.189 -3.041 -1.351 0.38 -0.15 0.03
H 3.080 1.425 0.271 -0.37 0.11 -0.03
H 2.419 3.044 0.585 -0.06 -0.37 -0.23
H 2.768 2.541 -1.086 -0.12 -0.19 0.24
H -0.973 2.115 -1.805 0.18 0.18 0.17
H -0.061 3.575 -1.288 -0.22 -0.25 0.06
H -1.319 2.879 -0.229 0.28 0.00 -0.34
H 0.324 -3.039 -2.439 -0.06 -0.06 0.35
H -0.323 -3.963 -1.038 0.13 0.27 -0.12
H 1.175 -3.005 -0.861 -0.51 -0.09 -0.16
H 1.515 -0.572 -0.973 -0.46 0.07 0.09
H 0.261 0.191 -1.984 0.43 -0.12 0.26
H -3.048 -2.307 -1.198 0.36 0.22 -0.02
H -2.216 -2.065 -2.751 -0.04 0.17 0.25
H -2.773 -0.660 -1.795 -0.03 -0.30 0.08
Cl 3.439 -2.477 -0.078 0.38 0.18 0.20
C 3.781 -2.076 1.632 -0.12 -0.23 0.41
Cl 4.638 -0.526 1.811 -0.04 -0.21 -0.20
C 2.472 -1.975 2.450 0.73 -1.17 1.34
O 2.457 -2.547 3.543 -0.24 1.15 -1.92
O 1.549 -1.277 1.878 -0.46 0.11 0.06
H 4.403 -2.877 2.048 -0.17 0.39 -0.23
```
Positions in Å, forces in eV/Å.

## Properties
E_HOMO (spin up / spin down) = -10.283 / -10.293 eV
Relative energy (zero: lowest compared OMol25 entry of this formula, charge and spin) = 0.00 kcal/mol
Multiplicity = 2
Frontier orbital gap (spin up / spin down) = 7.4 / 7.2 eV
Charge = +1

Results of the Löwdin charge analysis, in e, for atoms 1 through 5: Yb 1.461; C -0.316; C -0.337; C -0.298; C -0.303

Formula: C25H42Cl3N4O3SiZn
Source: the OMol25 dataset
Level of theory: wB97M-V/def2-TZVPD

XYZ file:
```
79
Properties=species:S:1:pos:R:3:forces:R:3
C 3.811 1.810 1.121 0.30 -0.04 -0.29
C 2.447 1.986 1.729 -0.92 0.49 0.69
H 4.583 2.362 1.687 -0.26 -0.13 -0.18
H 3.851 2.160 0.071 -0.07 -0.17 0.39
H 4.083 0.740 1.110 -0.14 0.46 -0.08
C 2.066 3.128 2.343 0.57 -1.45 -0.49
C 2.925 4.331 2.465 0.25 0.79 0.13
H 1.120 3.174 2.859 -0.13 -0.13 -0.02
H 3.322 4.684 1.502 -0.06 -0.08 0.19
H 3.785 4.165 3.132 -0.09 0.03 -0.13
H 2.331 5.143 2.906 0.27 0.03 -0.11
Zn 1.087 -1.714 -0.105 -0.53 1.96 0.87
Cl 1.411 -3.391 1.356 0.21 -0.30 0.00
Cl 0.732 0.272 -3.235 0.10 -0.24 -0.02
H -3.826 -3.365 -2.642 0.24 0.14 0.19
H -2.906 -5.612 -2.408 0.12 0.15 0.15
C -2.846 -2.873 -2.693 0.08 0.20 -0.18
C -1.923 -5.195 -2.653 0.13 0.03 0.16
N -1.818 -3.801 -2.233 -0.34 -0.26 -0.19
H -2.817 -1.974 -2.064 -0.05 -0.29 -0.21
C -0.801 -3.398 -1.475 0.67 1.71 0.65
O -0.583 -2.192 -1.163 -0.45 -2.18 -0.85
H -1.145 -5.773 -2.147 -0.19 0.05 -0.09
H -0.144 -4.206 -1.111 -0.12 0.23 -0.09
H -2.681 -2.590 -3.746 0.08 -0.02 0.32
H -1.791 -5.315 -3.733 0.08 0.23 0.06
H 1.070 2.680 -0.620 -0.22 -0.04 -0.08
H 0.296 4.660 1.379 -0.18 0.06 -0.22
C 0.285 3.258 -1.123 0.26 -0.31 0.25
C -0.489 4.862 0.638 -0.12 -0.58 -0.16
N -0.743 3.667 -0.169 -1.24 0.39 -0.43
H -0.165 2.619 -1.884 0.04 0.13 0.17
C -2.010 3.148 -0.248 0.77 -0.49 -0.52
O -2.336 2.177 -0.944 0.28 1.54 0.73
H -1.417 5.117 1.162 0.23 0.11 -0.04
H -2.731 3.697 0.417 0.35 -0.43 -0.32
H 0.730 4.149 -1.578 -0.15 0.01 -0.02
H -0.175 5.692 -0.007 -0.09 -0.07 0.13
O 1.139 0.505 0.361 -0.69 -1.02 -1.05
C 1.550 0.730 1.626 -0.06 -0.31 0.79
C -0.660 1.653 2.445 -0.31 0.39 0.33
C 0.352 0.709 2.594 0.67 0.28 -0.22
H -0.594 2.334 1.583 -0.11 -0.53 0.68
C -1.670 1.767 3.410 0.27 -0.23 -0.48
H 2.235 -0.078 1.965 0.02 -0.09 0.33
C 0.278 -0.231 3.613 -0.02 0.36 0.34
H -2.429 2.547 3.304 0.12 -0.24 0.08
C -1.702 0.871 4.484 0.19 0.18 0.02
C -0.722 -0.117 4.583 -0.25 -0.22 -0.19
H 1.031 -1.023 3.636 -0.21 0.20 0.19
H -2.481 0.949 5.247 0.22 -0.04 -0.24
H -0.773 -0.828 5.406 0.03 0.07 -0.15
Si 2.160 -1.031 -3.988 1.23 -0.40 -0.94
Cl 2.930 -1.230 -1.091 1.37 -0.26 -0.74
C 1.922 -0.893 -5.882 -0.45 0.24 0.14
C 1.910 -2.894 -3.738 -0.14 0.12 0.23
C 3.991 -0.501 -3.902 -0.10 -0.03 0.20
H 0.850 -1.041 -6.099 0.35 0.09 -0.23
H 2.520 -1.631 -6.452 -0.25 0.30 0.35
H 2.221 0.125 -6.198 -0.23 -0.45 0.01
H 4.127 0.551 -3.579 -0.10 -0.57 -0.15
H 4.372 -0.621 -4.932 -0.02 0.16 0.37
H 4.567 -1.153 -3.223 -0.27 0.37 -0.26
H 2.017 -3.249 -2.701 -0.09 0.19 -0.43
H 2.696 -3.380 -4.349 -0.36 0.18 0.19
H 0.922 -3.169 -4.149 0.33 -0.04 0.13
N -3.631 0.339 0.781 -0.78 0.73 -0.38
C -3.238 -0.729 1.508 0.26 -0.70 1.07
C -4.030 -1.186 2.613 0.94 -0.05 -0.41
C -3.500 -2.176 3.444 -0.07 0.55 -0.68
C -2.280 -2.757 3.086 -0.11 -0.18 0.15
C -1.678 -2.340 1.903 0.45 -0.22 0.47
N -2.072 -1.311 1.167 -1.07 -0.01 -0.09
H -4.350 0.950 1.166 0.51 -0.44 -0.29
H -3.053 0.728 0.035 -0.06 -0.19 0.46
H -4.976 -0.681 2.776 0.01 -0.18 0.26
H -4.027 -2.466 4.350 0.05 -0.01 -0.11
H -1.755 -3.486 3.715 -0.42 0.19 -0.31
H -0.753 -2.839 1.588 -0.55 0.29 0.19
```
Positions in Å, forces in eV/Å.

## Properties
E_HOMO = -4.236 eV
Relative energy (zero: lowest compared OMol25 entry of this formula, charge and spin) = 24.57 kcal/mol
Frontier orbital gap = 6.6 eV
Charge = -1

Results of the Löwdin charge analysis, in e, for atoms 1 through 5: C -0.055; C -0.214; H 0.069; H 0.088; H 0.068

Formula: C25H43FO4S
Source: the OMol25 dataset
Level of theory: wB97M-V/def2-TZVPD

XYZ file:
```
74
Properties=species:S:1:pos:R:3:forces:R:3
C -0.887 3.090 0.968 0.09 -0.49 0.65
C -1.232 1.532 0.595 0.56 -0.61 -0.45
C -2.004 1.356 -0.878 0.69 -1.54 0.05
C -1.530 -0.156 -1.413 -2.08 -2.64 0.69
C -2.343 -1.402 -1.110 3.21 2.95 -1.77
S -3.954 -1.379 -0.123 0.81 0.58 -1.63
C -1.667 -2.818 -1.689 -2.28 -2.90 -2.01
O -2.358 -3.794 -2.283 4.36 6.01 3.99
C -0.006 -2.891 -1.507 2.07 2.91 -0.87
C 0.666 -4.304 -0.976 -1.68 0.24 0.75
C 0.645 -4.198 0.693 -0.13 2.13 -0.26
O 1.891 -4.679 1.318 -1.38 1.72 0.85
C 0.812 -1.645 -1.796 -2.87 -2.98 0.53
C 2.450 -1.590 -1.619 -1.03 0.15 -0.77
C 3.220 -0.875 -2.919 5.67 3.96 0.96
O 4.363 -0.167 -2.699 -8.52 -5.26 -2.18
F 2.665 -1.027 -4.297 1.72 0.25 4.59
C -0.101 -0.324 -2.267 1.33 2.09 -3.23
O 0.265 0.490 -3.262 -2.25 -4.80 6.49
H 0.250 3.164 1.303 -2.47 -0.05 -0.81
H -1.070 3.769 0.032 0.35 -1.17 1.96
H -1.543 3.421 1.904 1.35 -0.48 -2.24
H -1.836 0.970 1.447 1.13 1.30 -1.88
H -0.210 0.924 0.492 -2.14 1.36 0.23
H -3.183 1.340 -0.765 2.64 0.23 -0.32
H -1.622 2.154 -1.653 -0.85 -1.61 1.58
H -4.814 -0.453 -0.794 1.50 -1.14 0.40
H 1.746 -4.504 -1.385 -2.26 0.45 0.80
H -0.110 -5.168 -1.238 1.99 1.84 0.16
H 0.592 -3.030 0.930 -0.09 -2.39 -0.51
H -0.339 -4.655 1.142 2.03 0.47 -0.90
H 2.025 -4.052 2.109 -0.22 -1.65 -1.84
H 2.669 -1.004 -0.601 -0.13 -1.00 -2.68
H 2.920 -2.664 -1.514 -1.12 2.13 -0.31
C -5.760 -3.112 5.779 -0.22 0.04 -0.08
C -4.736 -3.755 4.857 0.09 -0.14 0.08
C -3.294 -3.578 5.340 0.07 -0.04 -0.11
C -2.803 -2.128 5.419 -0.11 0.07 0.08
C -2.880 -1.338 4.108 0.06 -0.01 0.16
C -2.011 -1.920 3.005 0.00 0.08 -0.22
H -5.627 -2.028 5.839 -0.03 -0.09 0.04
H -6.772 -3.302 5.406 0.10 0.07 0.12
H -5.689 -3.527 6.790 0.00 0.08 -0.06
H -4.853 -3.358 3.843 0.05 -0.03 0.03
H -4.951 -4.829 4.793 0.06 0.13 -0.05
H -2.631 -4.152 4.682 -0.01 0.04 0.05
H -3.194 -4.031 6.334 -0.03 0.03 -0.09
H -1.763 -2.135 5.767 -0.07 0.02 -0.04
H -3.373 -1.591 6.186 0.05 -0.06 -0.05
H -2.553 -0.311 4.304 -0.08 -0.06 0.01
H -3.918 -1.270 3.763 0.06 -0.01 0.04
H -0.962 -1.956 3.313 -0.04 -0.05 0.00
H -2.078 -1.297 2.107 0.08 -0.13 0.05
H -2.326 -2.930 2.731 0.04 0.03 0.00
C 1.639 3.871 -2.465 -0.22 0.05 -0.12
C 2.663 3.228 -3.387 0.11 -0.19 0.10
C 4.105 3.405 -2.904 0.08 -0.01 -0.14
C 4.596 4.855 -2.825 -0.12 0.06 0.07
C 4.519 5.645 -4.135 0.07 0.00 0.17
C 5.388 5.063 -5.239 -0.04 0.06 -0.22
H 1.772 4.955 -2.405 -0.02 -0.08 0.06
H 0.627 3.682 -2.837 0.07 0.03 0.10
H 1.710 3.457 -1.454 0.01 0.06 -0.01
H 2.546 3.625 -4.401 0.04 -0.03 0.05
H 2.448 2.154 -3.450 0.05 0.15 -0.07
H 4.768 2.831 -3.562 -0.05 0.02 0.09
H 4.205 2.952 -1.910 -0.02 0.00 -0.09
H 5.636 4.848 -2.477 -0.07 0.02 -0.04
H 4.027 5.392 -2.058 0.04 -0.04 -0.03
H 4.846 6.673 -3.940 -0.09 -0.06 0.01
H 3.481 5.714 -4.481 0.05 -0.02 0.06
H 6.438 5.027 -4.930 -0.08 -0.05 -0.03
H 5.322 5.686 -6.136 0.07 -0.12 0.05
H 5.073 4.053 -5.513 0.06 0.06 0.02
```
Positions in Å, forces in eV/Å.

## Properties
SMILES = CCCC1=C(S)C(=O)C(CCO)=C(CC(=O)F)C1=O.CCCCCC.CCCCCC
E_HOMO = -9.469 eV
Frontier orbital gap = 7.7 eV

Results of the Löwdin charge analysis, in e, for atoms 1 through 5: C -0.138; C -0.235; C -0.141; C -0.091; C -0.399